# 1
Formula: C5H7FN2S3
Source: the OMol25 dataset
Level of theory: ωB97M-V with the def2-TZVPD basis set

Last column: Mulliken charge in e.
Geometry (Å):
S1 -4.260801 1.923228 0.038710  -0.1474
C1 -2.959767 1.021749 -0.256370  -0.3557
C2 -2.692033 -0.313360 0.338627  0.5336
S2 -1.167945 -0.709601 0.741907  -0.1789
C3 -3.782126 -1.295123 0.573984  -0.3183
S3 -5.043062 -1.530464 -0.399423  -0.1538
H1 -2.130908 1.407941 -0.850998  0.2919
H2 -3.606782 -1.941858 1.433560  0.3030
N1 3.597428 -1.018271 -0.652390  -0.4134
N2 3.674421 -0.278794 0.492340  -0.3678
C4 2.808216 0.646140 0.655093  -0.0735
C5 1.720688 0.979712 -0.323719  -0.2240
F1 0.939016 -0.149797 -0.610593  -0.2807
H3 4.130809 -1.868816 -0.545523  0.2661
H4 2.653336 -1.192285 -0.981428  0.2187
H5 2.910938 1.250287 1.553648  0.3724
H6 1.054838 1.753263 0.066653  0.2228
H7 2.153728 1.316057 -1.274075  0.3049

Atomic forces in eV per Å
S 0.21 -0.19 -0.05
C -0.10 0.08 0.14
C 0.09 -0.17 0.14
S -1.02 0.19 0.40
C -0.13 -0.06 -0.24
S 0.22 0.07 0.16
H -0.07 -0.05 0.05
H -0.01 0.06 -0.06
N -0.05 -0.18 0.01
N -0.27 0.31 0.06
C 0.17 -0.10 0.07
C 0.23 0.23 0.04
F 0.67 0.03 -0.55
H -0.03 0.11 -0.05
H 0.15 -0.03 -0.03
H -0.02 -0.10 -0.13
H 0.03 -0.14 -0.02
H -0.07 -0.07 0.07

**HOMO energy**: -8.837 eV
**Orbital gap**: 6.7 eV

# 2
Formula: CH2INO3S
Source: the OMol25 dataset
Level of theory: ωB97M-V with the def2-TZVPD basis set

Last column: Mulliken charge in e.
Geometry (Å):
C1 -1.085466 -0.497777 0.006652  -0.8229
N1 1.177001 0.336193 1.430051  0.1357
O1 2.256470 0.824811 1.490955  -0.2117
O2 1.351816 -0.601833 -1.047621  -0.5153
O3 0.326580 1.628644 -0.730373  -0.5160
S1 0.522972 0.283569 -0.295386  0.9687
I1 -1.927892 -0.635453 -1.916113  0.1844
H1 -1.686781 0.146023 0.635669  0.3878
H2 -0.934700 -1.484178 0.426168  0.3893

Atomic forces in eV per Å
C 0.82 0.40 -0.19
N 1.08 0.39 0.77
O -1.27 -0.53 -0.40
O 0.16 -0.32 0.14
O -0.12 0.29 0.23
S -0.24 -0.04 -0.47
I -0.42 -0.17 -0.19
H -0.03 0.05 0.07
H 0.02 -0.07 0.04

**ΔE to the lowest compared entry with this formula, charge and spin**: 35.0 kcal/mol
**HOMO energy**: -9.929 eV
**Orbital gap**: 8.5 eV

# 3
Formula: C4H4O3S
Source: the OMol25 dataset
Level of theory: ωB97M-V with the def2-TZVPD basis set

Last column: Mulliken charge in e.
Geometry (Å):
O1 0.784989 2.578282 0.159822  -0.5877
C1 0.327859 1.465486 0.083641  0.4896
C2 1.021703 0.199145 0.534056  -0.4078
C3 0.310105 -0.851067 -0.309133  -0.3539
C4 -1.069802 -0.315148 -0.443722  0.5977
O2 -2.110988 -0.786492 -1.045772  -0.4050
S1 -2.339174 -0.921757 0.696217  -0.1061
O3 -0.826114 1.238836 -0.483996  -0.3169
H1 2.086452 0.065029 0.463899  0.3257
H2 0.720014 0.128376 1.560091  0.2651
H3 0.604720 -0.942899 -1.462234  0.2227
H4 0.490236 -1.857786 0.247129  0.2768

Atomic forces in eV per Å
O -0.28 -0.25 0.23
C 2.91 1.67 -0.02
C -1.08 -0.24 -1.26
C 1.16 -2.35 -1.48
C 1.09 2.54 2.67
O -0.62 -0.31 -1.20
S -0.28 0.35 0.05
O -2.42 -3.39 -0.70
H 0.39 0.84 -0.09
H -0.08 -0.55 0.80
H 0.30 0.23 2.51
H -1.09 1.45 -1.52

**ΔE to the lowest compared entry with this formula, charge and spin**: 59.3 kcal/mol
**HOMO energy**: -9.777 eV
**Orbital gap**: 9.2 eV

# 4
Formula: C17H40O15V2
Source: the OMol25 dataset
Level of theory: ωB97M-V with the def2-TZVPD basis set

Last column: Mulliken charge in e.
Geometry (Å):
O1 2.553208 -4.601676 -1.620221  -0.6931
V1 1.700379 -3.702161 -0.622154  0.9602
O2 2.740237 -2.910513 0.343864  -0.6436
O3 -0.461886 -0.183236 -0.546252  -0.5289
V2 -0.295838 -0.543958 1.049324  1.9781
O4 1.297540 -0.563612 1.331687  -0.6023
C1 -0.933699 -3.554992 -0.046972  0.8221
O5 -0.072547 -2.876850 0.653701  -0.3963
O6 -2.087833 -3.704962 0.352141  -0.6614
O7 -0.413689 -4.044448 -1.123050  -0.8054
C2 -2.368390 -1.176222 2.798702  0.6146
O8 -3.150070 -2.175828 3.029927  -0.7502
O9 -2.449255 -0.753477 1.555590  -0.6958
O10 -1.111997 -1.333301 3.069541  -0.5994
C3 2.729339 -3.967442 5.114708  -1.5543
C4 2.006477 -2.765050 4.529290  0.5648
C5 2.791535 -1.521315 4.072927  -0.8120
O11 1.285929 -3.268324 3.397013  -0.3598
H1 3.791412 -4.082772 4.872545  0.3385
H2 2.267053 -4.919395 4.867188  0.3313
H3 2.736882 -3.844678 6.205435  0.4012
H4 1.205996 -2.404432 5.175841  0.3100
H5 3.086986 -1.550139 3.023450  0.0914
H6 3.642265 -1.336100 4.740209  0.4222
H7 2.227059 -0.588079 4.115482  0.0458
H8 1.881417 -3.480134 2.676052  0.1390
C6 3.210346 -1.667876 -3.864547  -1.6736
C7 2.676952 -1.243539 -2.503694  0.7816
C8 2.316801 0.228746 -2.490882  -1.1279
O12 1.540913 -2.052041 -2.212544  0.1936
H9 3.405172 -2.739372 -3.883327  0.3530
H10 4.141514 -1.153781 -4.123485  0.4227
H11 2.567237 -1.302755 -4.672082  0.3892
H12 3.468832 -1.462236 -1.788828  0.2016
H13 2.071382 0.520074 -1.467887  -0.0339
H14 1.463180 0.393015 -3.151719  0.2409
H15 3.125154 0.892458 -2.805039  0.5313
H16 0.964192 -2.115874 -2.977786  0.0837
C9 -2.384259 1.070688 -3.534230  -0.6482
C10 -2.744524 -0.391684 -3.831204  0.7234
C11 -4.045889 -0.425549 -4.630166  -1.6115
O13 -1.735820 -0.962512 -4.667186  -0.6559
H17 -2.010432 1.656186 -4.375396  0.4112
H18 -1.638632 1.081885 -2.735679  -0.2492
H19 -3.248091 1.604419 -3.131172  0.2655
H20 -2.738185 -1.004241 -2.929833  0.3033
H21 -3.910415 -0.154427 -5.681133  0.3393
H22 -4.920751 0.114172 -4.271436  0.3412
H23 -4.319315 -1.480994 -4.741342  0.3712
H24 -1.285974 -1.624380 -4.136272  0.3553
C12 -0.310456 3.347724 -1.808044  -0.9660
C13 -1.269129 4.170733 -0.980379  0.4210
C14 -2.691070 3.666003 -0.873940  -1.2872
O14 -0.760037 4.383357 0.369502  -0.5610
H25 0.588077 3.956529 -1.950296  0.3512
H26 -0.686201 3.090378 -2.798694  0.3989
H27 0.082082 2.407094 -1.413053  -0.0549
H28 -1.299209 5.172887 -1.419995  0.4167
H29 -2.760129 2.750998 -0.283439  0.2277
H30 -3.110441 3.509411 -1.869268  0.3535
H31 -3.325644 4.407058 -0.382997  0.3774
H32 -0.727225 5.334314 0.482616  0.2903
C15 0.875778 3.001761 3.124831  -1.4564
C16 -0.298402 2.065178 2.821613  0.8477
C17 -1.587246 2.792270 3.185286  -1.4975
O15 -0.357521 1.757401 1.430160  -0.3637
H33 1.798912 2.432195 2.986262  0.3217
H34 0.902602 3.220023 4.196325  0.4575
H35 0.875909 3.923165 2.545616  0.1764
H36 -0.252214 1.163606 3.433003  0.2362
H37 -2.440695 2.251452 2.772509  0.3312
H38 -1.582915 3.799352 2.764392  0.2552
H39 -1.700256 2.869060 4.268733  0.3964
H40 -0.532471 2.600762 0.990138  0.1027

Atomic forces in eV per Å
O -0.20 -0.41 0.48
V -1.89 3.02 -0.03
O -0.99 -1.39 -1.18
O 0.03 -0.31 1.61
V -0.95 -2.02 -1.01
O -1.33 0.66 0.24
C -2.79 0.54 1.99
O 2.45 1.35 0.36
O 0.55 -0.40 -1.23
O 2.65 -1.16 -1.64
C 0.63 -8.09 -4.61
O -0.84 2.99 2.57
O 0.00 4.15 -1.56
O 2.57 2.64 2.25
C 1.05 0.46 1.47
C -0.87 -0.10 -2.32
C 0.55 0.26 0.70
O -0.54 0.02 0.43
H -0.01 0.35 -0.45
H -0.43 0.23 -0.03
H -0.02 -0.31 0.11
H 0.04 -0.32 0.27
H 0.24 -0.46 0.07
H 0.30 -0.16 -0.18
H -0.55 -0.33 0.12
H 0.25 0.36 -0.24
C 0.51 0.53 -0.40
C 0.80 0.28 -1.21
C -0.18 0.13 0.65
O 0.35 -0.45 1.41
H -0.25 -0.03 -0.22
H 0.21 -0.06 0.44
H -0.46 -0.54 0.04
H -0.44 -0.12 0.43
H -0.40 -0.03 -0.07
H -0.11 0.10 0.12
H 0.22 -0.30 -0.20
H -0.17 -0.14 0.13
C 0.14 -0.25 1.18
C -0.10 1.38 -0.81
C -0.28 -1.60 -0.59
O 0.36 -0.24 -0.28
H -0.03 -0.41 -0.33
H 0.10 0.03 -0.10
H -0.09 -0.11 -0.01
H -0.63 0.41 0.26
H 0.47 0.51 0.15
H 0.28 0.10 0.47
H -0.29 0.00 0.25
H 0.02 -0.05 -0.05
C 1.11 -0.03 -0.26
C -0.36 0.32 0.32
C -0.25 -0.05 -0.01
O 0.12 -0.10 -0.61
H 0.02 0.05 -0.13
H -0.28 0.29 0.07
H -0.60 -0.06 0.57
H -0.08 -0.04 -0.29
H 0.11 -0.16 -0.19
H 0.05 -0.19 0.03
H 0.11 0.09 0.08
H 0.10 -0.05 0.33
C 0.64 -1.28 0.60
C -0.58 1.60 0.44
C -0.35 -0.16 0.10
O 0.40 -0.72 0.75
H 0.11 0.24 -0.47
H -0.31 0.29 -0.01
H -0.09 -0.05 -0.10
H 0.22 -0.34 -0.53
H -0.01 -0.09 0.11
H -0.02 0.07 -0.02
H -0.02 -0.01 0.01
H -0.01 -0.29 -0.27

**ΔE to the lowest compared entry with this formula, charge and spin**: 31.7 kcal/mol
**HOMO energy**: -0.557 eV
**Total charge**: -2
**Orbital gap**: 4.3 eV